{
  "formula": "C26H43N2O7P",
  "method": "ωB97M-V/def2-TZVPD",
  "e_homo_ev": -7.97,
  "charge": 0,
  "smiles": "CC1=C(P(=O)(O)O)C(=O)c2cccc(CCOC=O)c2C1=O.CCN(CC)CC.CCN(CC)CC",
  "total_energy_ha": -1993.49391,
  "homo_lumo_gap_ev": 5.6,
  "symbols": ["P", "O", "O", "O", "O", "O", "O", "O", "N", "N", "C", "C", "C", "C", "C", "C", "C", "C", "C", "C", "C", "C", "C", "C", "C", "C", "C", "C", "C", "C", "C", "C", "C", "C", "C", "C", "H", "H", "H", "H", "H", "H", "H", "H", "H", "H", "H", "H", "H", "H", "H", "H", "H", "H", "H", "H", "H", "H", "H", "H", "H", "H", "H", "H", "H", "H", "H", "H", "H", "H", "H", "H", "H", "H", "H", "H", "H", "H", "H"],
  "xyz": [[-0.31888, 0.61741, 2.90362], [5.23826, 6.08504, 1.99205], [0.44532, -0.72907, 3.69966], [-2.83112, 3.00731, 3.64942], [3.97700, 6.89288, 3.99600], [1.27692, 4.21199, 6.93022], [-1.77598, 0.29141, 2.38700], [0.65934, 0.94507, 1.45713], [1.98288, -0.64212, -3.10134], [-2.71532, -6.58130, -4.15371], [4.69092, 5.85694, 3.21194], [1.47574, -0.46334, -1.74023], [-1.01961, 4.95642, 3.75839], [-1.53802, 3.36588, 3.74387], [3.55274, 6.34863, 5.32040], [2.14689, 1.63522, 5.09457], [0.25189, 5.34282, 4.77427], [-1.00883, 7.64240, 2.89555], [0.94053, -2.87829, -3.78111], [-0.29784, 2.25556, 3.91084], [0.86023, 4.06619, 5.66827], [-0.00762, -0.72810, -1.49975], [0.92033, 6.83816, 4.89400], [1.37493, 1.67855, -3.84967], [0.84363, 2.60829, 4.84797], [-5.15630, -6.73464, -4.73092], [-2.68260, -5.11827, -4.16906], [2.20684, 7.14222, 5.91598], [2.18384, -2.03593, -3.51162], [-3.07554, -4.39046, -2.88680], [-1.58818, -7.22099, -3.46684], [-4.00737, -7.19871, -3.83926], [0.25848, 8.01272, 3.90733], [1.35642, 0.18013, -4.14101], [-1.68528, 6.12577, 2.78764], [-1.54540, -7.12864, -1.94446], [1.86721, 0.56163, 5.46772], [-1.58406, -8.28382, -3.74013], [0.76057, 9.07432, 3.96163], [2.48784, 8.29913, 5.82968], [1.22823, -3.79563, -4.30696], [1.90234, 0.03467, -5.08179], [4.87129, 4.76316, 3.64107], [2.80096, -2.54858, -2.76458], [1.69344, 0.56234, -1.42235], [2.87022, 2.17734, 5.87410], [-4.28920, -7.03395, -2.79187], [-5.37863, -5.67229, -4.59311], [-1.68367, -4.77868, -4.47321], [0.45416, -3.18832, -2.85407], [-2.56865, 5.84530, 2.05632], [-3.33790, -4.76645, -4.97358], [2.05971, -1.08482, -1.04854], [-6.06592, -7.29033, -4.47996], [1.97899, 6.86972, 7.03400], [-0.21900, -1.79589, -1.41420], [-0.80984, -7.84205, -1.55614], [0.31993, -0.12677, -4.32838], [-1.22914, -6.13902, -1.60872], [2.75526, 1.63527, 4.06745], [-4.93430, -6.91222, -5.78792], [-1.40849, 8.52941, 2.21030], [-3.95964, -4.82137, -2.40986], [4.46410, 6.43671, 6.05622], [-2.25889, -4.37875, -2.16214], [2.79486, -2.03593, -4.42320], [-0.64751, -6.82782, -3.86969], [0.20838, -2.36001, -4.40590], [0.95424, 2.22514, -4.70021], [0.77246, 1.93294, -2.97255], [2.39616, 2.03867, -3.69008], [-2.50662, -7.36642, -1.48127], [3.35480, 5.20524, 5.14758], [-0.64460, -0.30748, -2.28214], [1.35954, -0.86748, 3.26956], [-0.31259, -0.27094, -0.55215], [-3.30727, -3.34452, -3.11538], [-3.92131, -8.28431, -3.97465], [1.32332, 1.67576, 1.71874]]
}